No. 1
ORCA calculation (ωB97M-V/def2-TZVPD) on C29H21AgClN2O4P as an isolated structure.

The value obtained for the HOMO energy is -0.3364 hartree. As for the orbital gap: 9.08 eV.

```
59
C29H21AgClN2O4P ωB97M-V/def2-TZVPD
Ag 1.4643 0.8303 1.3559
O 5.1924 -3.6163 1.2042
C 5.0961 -3.2614 -0.0515
O 5.6554 -3.8603 -0.9405
C 4.2393 -2.0749 -0.3800
C 3.8783 -1.6901 -1.6690
Cl 4.3055 -2.5162 -3.0860
N 3.0924 -0.5773 -1.5854
N 2.9433 -0.2486 -0.2872
C 3.6143 -1.1175 0.4510
C 3.5534 -0.9987 1.9733
O 3.8468 -1.9990 2.6367
O 3.1995 0.1082 2.4279
C 2.4163 0.1819 -2.5677
C 2.6250 0.0122 -3.9340
C 1.9119 0.7711 -4.8458
C 0.9903 1.7137 -4.4248
C 0.7956 1.9027 -3.0666
C 1.5004 1.1486 -2.1488
H 4.6578 -3.0349 1.8584
H 3.3394 -0.7039 -4.2954
H 2.0875 0.6157 -5.8986
H 0.4382 2.3014 -5.1418
H 0.0916 2.6414 -2.7095
H 1.3386 1.3247 -1.0863
C -3.0147 4.3562 -0.4273
C -3.0990 3.1939 -1.1733
C -2.5578 2.0101 -0.7012
C -1.9401 1.9748 0.5456
C -1.8729 3.1459 1.2992
C -2.4039 4.3247 0.8152
P -0.9308 0.5553 1.1071
C -1.6359 0.0979 2.7279
C -2.4151 -1.0362 2.9254
C -2.8787 -1.3432 4.1930
C -2.5872 -0.5217 5.2673
C -1.7710 0.5821 5.0824
C -1.2770 0.8767 3.8268
C -1.4125 -0.8067 0.0034
C -2.7427 -1.1226 -0.2721
C -3.0386 -2.1613 -1.1359
C -2.0207 -2.8870 -1.7352
C -0.6988 -2.5885 -1.4484
C -0.3958 -1.5577 -0.5770
H -3.3941 5.2861 -0.8230
H -3.5742 3.2102 -2.1418
H -2.6067 1.1227 -1.3161
H -1.3820 3.1348 2.2616
H -2.3207 5.2275 1.3986
H -2.6400 -1.6994 2.1033
H -3.4687 -2.2344 4.3394
H -2.9659 -0.7593 6.2504
H -1.5069 1.2033 5.9231
H -0.5822 1.6990 3.7013
H -3.5418 -0.5573 0.1882
H -4.0685 -2.4065 -1.3465
H -2.2590 -3.6886 -2.4197
H 0.0956 -3.1586 -1.9038
H 0.6343 -1.3253 -0.3266
```

***

No. 2
ORCA calculation (ωB97M-V/def2-TZVPD) on C29H21BrF3N3O4SbV as an isolated structure.

The value obtained for the HOMO energy (spin up / spin down) is -0.2498 / -0.2578 hartree. The energy relative to the best compared isomer or geometry (same formula, charge and spin) is 205.9 kcal per mole. As for the expectation value of S²: 2.0548. As for the orbital gap (spin up / spin down): 6.20 / 6.37 eV. The multiplicity is 3.

```
63
C29H21BrF3N3O4SbV ωB97M-V/def2-TZVPD
V -0.3163 -0.3558 -2.0301
O -4.0214 3.5619 -4.9363
C -3.2252 2.7454 -4.1906
C -3.1120 2.8939 -2.8158
C -2.2746 2.0102 -2.1513
N -1.5750 1.0280 -2.7638
C -1.7313 0.9494 -4.0553
Br -0.6884 -0.4236 -4.5324
C -2.5217 1.7499 -4.8444
H -4.4522 4.2095 -4.3535
H -3.6449 3.6593 -2.2664
H -2.1390 2.0692 -1.0746
H -2.5914 1.6116 -5.9148
O 0.2244 -1.7781 -3.1848
N 0.9627 -2.7548 -3.0275
N 1.4107 -2.7081 -1.7843
O 0.9041 -1.6051 -1.1154
C 2.2939 -3.6420 -1.1748
C 2.7157 -3.5064 0.1601
C 3.5848 -4.4281 0.7551
C 4.0555 -5.5143 0.0232
C 3.6566 -5.6766 -1.3004
C 2.7870 -4.7506 -1.8889
H 2.3545 -2.6615 0.7421
H 3.8857 -4.2864 1.7882
H 4.7294 -6.2300 0.4827
H 4.0162 -6.5192 -1.8823
H 2.4875 -4.8951 -2.9232
F 1.1955 -0.8371 6.9279
C 0.9777 -0.7198 5.5950
C 1.7166 0.1993 4.8435
C 1.4933 0.3213 3.4682
C 0.5271 -0.4758 2.8400
C -0.2078 -1.3976 3.5952
C 0.0160 -1.5191 4.9700
Sb 0.1374 -0.3337 0.7308
C -1.8775 0.3810 0.9529
C -2.2375 1.2625 1.9810
C -3.5626 1.6909 2.1068
C -4.5339 1.2376 1.2090
F -5.8191 1.6512 1.3342
C -4.1795 0.3520 0.1868
C -2.8542 -0.0768 0.0605
C 1.1710 1.5112 0.3127
C 0.9334 2.6944 1.0257
C 1.6415 3.8590 0.7111
C 2.5901 3.8470 -0.3159
F 3.2777 4.9757 -0.6185
C 2.8300 2.6694 -1.0295
C 2.1214 1.5057 -0.7160
H 2.4630 0.8171 5.3257
H 2.0756 1.0318 2.9005
H -0.9540 -2.0184 3.1165
H -0.5561 -2.2325 5.5492
H -1.5025 1.6082 2.6921
H -3.8365 2.3710 2.9030
H -4.9308 -0.0046 -0.5056
H -2.5866 -0.7655 -0.7298
H 0.2114 2.7213 1.8235
H 1.4558 4.7698 1.2656
H 3.5651 2.6566 -1.8241
H 2.3142 0.5969 -1.2713
O -0.8480 0.8949 -1.1602
```

***

No. 3
ORCA calculation (ωB97M-V/def2-TZVPD) on C29H21Cl2N8O6STb as an isolated structure.

The value obtained for the HOMO energy (spin up / spin down) is -0.2749 / -0.2747 hartree. The energy relative to the best compared isomer or geometry (same formula, charge and spin) is 29.6 kcal per mole. As for the expectation value of S²: 12.6739. As for the orbital gap (spin up / spin down): 6.80 / 6.80 eV. The multiplicity is 7.

```
68
C29H21Cl2N8O6STb ωB97M-V/def2-TZVPD
Tb 0.1433 0.4046 0.0902
Cl -1.6359 6.8430 -1.9867
C -1.4693 5.4940 -0.9570
C -0.3269 4.6956 -0.8924
C -0.2735 3.4550 -0.3023
N 0.8153 2.5652 -0.2571
C 2.1097 2.8459 -0.4660
O 2.5523 3.9248 -0.7957
C 3.0396 1.6328 -0.1968
C 4.3246 1.6441 -0.6105
C 5.0966 0.5418 -0.2385
C 4.5728 -0.5047 0.4641
C 3.2616 -0.4094 0.8687
N 2.5407 0.6917 0.6019
C -1.3875 3.0761 0.4865
C -2.4579 3.9580 0.6399
C -2.5180 5.1280 -0.1427
Cl -4.0669 5.9583 -0.0432
N -1.2948 1.8961 1.2528
C -2.3917 1.3228 1.7895
O -3.5786 1.6502 1.7482
C -1.9848 0.1821 2.6998
C -2.9275 -0.3530 3.4920
C -2.5929 -1.3771 4.3687
C -1.2853 -1.7873 4.3700
C -0.4588 -1.2740 3.4458
N -0.7794 -0.3357 2.5512
H 0.5586 5.0133 -1.5002
H 4.6790 2.4253 -1.2882
H 6.1647 0.5430 -0.6366
H 5.0546 -1.4247 0.4867
H 2.7668 -1.2096 1.3907
H -3.2403 3.7044 1.2940
H -3.9009 0.0789 3.4365
H -3.3920 -1.6981 4.9231
H -0.9418 -2.5356 5.1189
H 0.5549 -1.6154 3.2533
O 1.3213 -0.0325 -1.9363
C 1.9045 -1.0475 -2.3630
C 2.0126 -2.3314 -1.7816
C 2.9165 -3.2081 -2.4073
C 3.1620 -4.3852 -1.8023
C 2.5402 -4.7436 -0.5606
C 1.6458 -3.9133 0.0465
C 1.4195 -2.6316 -0.5399
O 0.5666 -1.8635 0.0522
N 4.1174 -5.3321 -2.3602
O 4.7392 -4.9636 -3.3399
O 4.2918 -6.3897 -1.7607
H 2.4612 -0.9074 -3.3311
H 3.4451 -3.0269 -3.3495
H 2.6730 -5.7045 -0.1892
H 1.1788 -4.1800 0.9968
C -3.0966 -2.3481 0.4430
C -3.9819 -1.1619 0.0618
C -3.2944 -0.0760 -0.7550
N -2.0266 -0.1125 -1.1030
N -1.6370 0.9438 -1.8727
C -2.5896 1.7589 -2.1127
N -2.4518 2.8210 -2.9387
S -4.1267 1.2447 -1.4614
H -3.7068 -3.2458 0.5841
H -2.5515 -2.2096 1.4073
H -2.2751 -2.5080 -0.2895
H -4.4007 -0.6600 0.9092
H -4.8018 -1.5251 -0.5626
H -1.5285 3.1349 -3.1458
H -3.2572 3.4543 -2.9968
```

***

No. 4
ORCA calculation (ωB97M-V/def2-TZVPD) on C29H21F5N7S2Ti as an isolated structure.

The value obtained for the HOMO energy (spin up / spin down) is -0.2478 / -0.2876 hartree. The energy relative to the best compared isomer or geometry (same formula, charge and spin) is 6.4 kcal per mole. As for the expectation value of S²: 0.7688. As for the orbital gap (spin up / spin down): 6.05 / 6.61 eV. The multiplicity is 2.

```
65
C29H21F5N7S2Ti ωB97M-V/def2-TZVPD
Ti -0.4922 0.2183 0.3071
N -0.2582 -4.1993 0.8737
C -0.4194 -2.9052 0.5330
S -0.0591 -1.6942 1.7429
N -0.8555 -2.6554 -0.6748
N -0.9049 -1.3186 -0.9088
C -1.5240 -0.9212 -2.0045
C -1.4158 0.4589 -2.3193
C -2.1300 1.0836 -3.3559
C -1.9482 2.4181 -3.5936
C -1.0233 3.1409 -2.8164
C -0.3636 2.4968 -1.8110
N -0.5467 1.1804 -1.5257
H 0.1565 -4.4224 1.7581
H -0.3178 -4.8998 0.1560
H -2.0587 -1.6302 -2.6244
H -2.8203 0.4904 -3.9418
H -2.5072 2.9178 -4.3746
H -0.8517 4.1937 -2.9852
H 0.3397 3.0236 -1.1808
S 2.4257 -1.5818 -0.7179
C 1.8937 -1.9334 -2.2484
N 1.3977 -0.9060 -3.0317
C 0.8935 -1.0793 -4.2650
C 0.8616 -2.3215 -4.8001
C 1.3653 -3.3601 -3.9827
N 1.8566 -3.1922 -2.7838
H 1.3859 0.0027 -2.5888
H 0.5338 -0.1950 -4.7739
H 0.4737 -2.5050 -5.7898
H 1.3529 -4.3844 -4.3453
C 3.1484 4.1014 0.3748
C 3.3318 2.7484 0.1485
C 2.3629 1.8293 0.5465
C 1.1942 2.2643 1.1547
C 0.9916 3.6363 1.3408
C 1.9660 4.5426 0.9677
N 0.2171 1.3380 1.6472
C 0.0327 1.3693 3.0664
C -1.1483 0.9013 3.6414
C -1.3354 0.9473 5.0145
C -0.3492 1.4493 5.8501
C 0.8451 1.8811 5.2904
C 1.0359 1.8405 3.9177
H 3.9252 4.8087 0.1133
H 4.2441 2.3912 -0.3131
H 2.5343 0.7701 0.4246
H 0.0638 3.9696 1.7898
H 1.8082 5.6002 1.1412
H -1.9245 0.4965 3.0115
H -2.2684 0.5885 5.4325
H -0.5078 1.5003 6.9195
H 1.6436 2.2472 5.9245
H 1.9797 2.1696 3.5009
F -2.0855 2.9736 0.4910
C -2.9777 1.9638 0.5995
C -2.5452 0.6444 0.5897
C -3.5618 -0.2939 0.7166
F -3.2879 -1.6078 0.7308
C -4.8986 0.0398 0.8416
F -5.8417 -0.9015 0.9552
C -5.2655 1.3703 0.8433
F -6.5503 1.7116 0.9598
C -4.2981 2.3466 0.7181
F -4.6559 3.6359 0.7070
```

***

The calculation returns the following calculated total energy values, one per record and in order: -2476.741012, -5640.380397, -4150.335179, -3646.196120 Eh.
The calculation returns the following strongest force on any atom values, one per record and in order: 1.00, 9.54, 3.37, 1.43 eV/A.